[1]
{"formula": "C35H30BrN6OS3Y", "method": "ωB97M-V/def2-TZVPD", "energy_ha": -5562.31612, "relative_energy_kcal_mol": 40.9, "symbols": ["Y", "Br", "S", "S", "S", "O", "N", "N", "N", "N", "N", "N", "C", "C", "C", "C", "C", "C", "C", "C", "C", "C", "C", "C", "C", "C", "C", "C", "C", "C", "C", "C", "C", "C", "C", "C", "C", "C", "C", "C", "C", "C", "C", "C", "C", "C", "C", "H", "H", "H", "H", "H", "H", "H", "H", "H", "H", "H", "H", "H", "H", "H", "H", "H", "H", "H", "H", "H", "H", "H", "H", "H", "H", "H", "H", "H", "H"], "positions_angstrom": [[-0.63, -1.36, 0.30], [4.06, 4.66, -7.52], [-1.27, -5.63, -1.15], [-3.63, -6.76, 0.05], [-0.03, -2.95, -2.07], [0.19, 0.63, 0.67], [1.53, -2.20, 0.94], [0.63, 5.24, -2.79], [-1.69, -3.40, -0.05], [-2.61, -4.24, 0.54], [-1.77, 0.15, -1.22], [-0.28, 4.32, -2.92], [0.55, -0.34, 4.55], [-0.17, 3.95, -0.55], [0.89, 5.54, -5.16], [1.24, -1.43, 5.47], [-0.41, -0.94, 3.59], [2.85, 5.56, -3.76], [1.65, 0.38, 3.73], [3.12, -2.70, -0.95], [-0.67, 3.60, -1.86], [3.09, 5.21, -6.11], [-4.17, -2.95, 3.60], [1.45, 5.52, -3.87], [-5.51, -3.33, 3.47], [4.31, -0.22, -0.55], [-0.27, 1.63, -0.05], [-0.94, -3.92, -1.01], [4.09, -2.28, -1.82], [-5.84, -3.96, 2.28], [4.70, -0.98, -1.65], [-3.59, -3.82, 1.45], [-2.35, -0.22, -2.42], [-0.14, 0.75, 5.43], [-2.61, 0.72, -3.42], [3.30, -0.64, 0.32], [1.66, 5.44, -6.27], [-1.13, 1.35, -1.16], [3.66, 5.33, -4.88], [-4.92, -4.18, 1.25], [-2.66, -5.48, -0.12], [-0.03, 2.96, 0.37], [-3.27, -3.01, 2.57], [-1.17, -1.23, 2.66], [2.63, -1.87, 0.06], [-1.35, 2.32, -2.20], [-2.03, 1.98, -3.38], [-6.31, -3.13, 4.20], [4.77, 0.79, -0.46], [2.31, 0.98, 4.42], [1.79, -2.13, 4.80], [4.41, -2.97, -2.63], [4.71, 5.06, -4.77], [-3.26, 0.30, -4.18], [2.56, -3.60, -1.24], [-1.97, 2.68, -4.22], [2.31, -0.30, 3.22], [1.81, -1.02, 6.39], [-0.19, 5.50, -5.13], [-2.62, -1.26, -2.51], [-2.28, -2.39, 2.58], [1.23, 1.08, 3.03], [1.72, -1.80, 1.84], [-3.84, -2.53, 4.56], [2.92, 0.05, 1.09], [0.59, 1.16, 6.13], [-1.05, 0.38, 5.95], [-0.48, 1.57, 4.75], [0.36, 3.17, 1.37], [0.18, 4.98, -0.44], [3.35, 5.59, -2.81], [5.39, -0.55, -2.37], [1.39, -3.21, 0.94], [-5.16, -4.76, 0.33], [0.51, -2.11, 5.94], [1.25, 5.53, -7.26], [-6.88, -4.25, 2.09]]}



[2]
{"formula": "C35H30InN5S", "method": "ωB97M-V/def2-TZVPD", "energy_ha": -2213.67608, "relative_energy_kcal_mol": 65.3, "symbols": ["In", "S", "N", "N", "N", "N", "N", "C", "C", "C", "C", "C", "C", "C", "C", "C", "C", "C", "C", "C", "C", "C", "C", "C", "C", "C", "C", "C", "C", "C", "C", "C", "C", "C", "C", "C", "C", "C", "C", "C", "C", "C", "H", "H", "H", "H", "H", "H", "H", "H", "H", "H", "H", "H", "H", "H", "H", "H", "H", "H", "H", "H", "H", "H", "H", "H", "H", "H", "H", "H", "H", "H"], "positions_angstrom": [[-0.47, -0.93, -1.33], [0.36, 3.44, 1.13], [-0.24, 1.58, -3.01], [1.08, -2.21, -3.22], [-0.35, 1.16, -0.29], [1.70, -3.06, -0.44], [2.19, -0.07, -1.87], [-0.06, 2.12, 0.31], [-2.60, 0.33, 2.40], [-1.30, -0.29, 2.69], [2.05, -1.75, -0.03], [-4.61, 0.55, 1.06], [-2.99, 1.47, 3.12], [2.57, -2.03, -5.05], [-1.15, -2.05, 0.83], [2.04, -1.56, -3.85], [-2.29, 2.81, -2.86], [-4.99, 1.67, 1.80], [2.08, -3.21, -5.59], [0.67, -1.88, 2.03], [-0.03, -3.04, 1.26], [2.94, -1.03, -1.01], [0.57, 0.59, 4.14], [-1.55, 1.71, -3.24], [1.10, -3.91, -4.89], [0.40, 2.57, -2.39], [1.71, -1.26, 1.17], [1.11, 0.80, 5.40], [-0.68, 0.00, 4.01], [-0.27, 3.71, -1.96], [0.63, -3.36, -3.72], [-0.65, -1.15, 1.86], [0.42, 0.40, 6.54], [2.46, 1.29, -1.41], [-1.38, -0.39, 5.15], [0.77, -3.67, 0.18], [-3.43, -0.11, 1.35], [1.90, 2.47, -2.22], [-4.17, 2.13, 2.82], [-1.62, 3.84, -2.20], [-0.83, -0.20, 6.41], [2.49, -0.24, -3.28], [-4.45, 3.01, 3.38], [2.24, 3.37, -1.70], [3.74, -0.50, -0.47], [-5.91, 2.18, 1.57], [-2.16, 4.72, -1.88], [2.18, -0.35, 1.53], [0.56, -4.70, -0.10], [3.57, -0.11, -3.50], [0.84, 0.57, 7.52], [-3.14, -0.98, 0.79], [2.05, 1.36, -0.39], [-2.34, 1.86, 3.89], [1.09, 0.93, 3.26], [-3.34, 2.86, -3.07], [-5.24, 0.20, 0.26], [-2.36, -0.85, 5.05], [3.55, 1.46, -1.35], [0.27, 4.49, -1.44], [2.08, 1.27, 5.50], [-2.02, 0.87, -3.75], [2.46, -3.59, -6.53], [2.34, 2.49, -3.22], [3.40, -1.79, -1.63], [-0.15, -3.85, -3.13], [1.93, 0.52, -3.83], [0.71, -4.84, -5.26], [-0.47, -3.79, 1.92], [3.34, -1.47, -5.57], [-1.38, -0.52, 7.29], [1.02, -2.06, 3.05]]}



[3]
{"formula": "C35H30IrN2O5PS", "method": "ωB97M-V/def2-TZVPD", "energy_ha": -2681.27366, "multiplicity": 5, "relative_energy_kcal_mol": 0.0, "symbols": ["Ir", "S", "P", "O", "O", "O", "O", "O", "N", "N", "C", "C", "C", "C", "C", "C", "C", "C", "C", "C", "C", "C", "C", "C", "C", "C", "C", "C", "C", "C", "C", "C", "C", "C", "C", "C", "C", "C", "C", "C", "C", "C", "C", "C", "C", "H", "H", "H", "H", "H", "H", "H", "H", "H", "H", "H", "H", "H", "H", "H", "H", "H", "H", "H", "H", "H", "H", "H", "H", "H", "H", "H", "H", "H", "H"], "positions_angstrom": [[-0.05, 0.47, -1.62], [0.79, -1.37, -2.73], [0.10, 0.16, 0.73], [-4.88, 0.56, -2.26], [-3.35, -6.38, -0.82], [-2.15, 1.00, -2.07], [-1.86, -6.53, 0.81], [2.05, 1.45, -1.78], [1.07, 3.30, -0.81], [-0.07, 2.70, -1.09], [-0.44, -3.25, 2.95], [3.48, 3.07, -0.81], [4.61, 2.33, -1.16], [-0.51, -1.41, 1.40], [-2.35, -2.97, 1.53], [-2.08, -4.11, -1.91], [4.88, 4.68, 0.29], [0.55, -3.64, -1.18], [-1.47, -4.94, -0.98], [-1.69, -3.67, 2.53], [-0.14, -4.70, -0.63], [-3.44, 4.08, -0.57], [-4.36, 1.68, -1.69], [-0.76, 1.34, 1.83], [0.15, -2.13, 2.39], [6.00, 3.95, -0.06], [4.11, -0.47, 0.86], [-1.40, -3.03, -2.45], [-5.23, 2.65, -1.27], [-1.14, 3.44, -0.81], [-4.54, -0.69, -1.67], [2.76, -0.54, 0.56], [2.14, 2.53, -1.18], [-2.93, 1.88, -1.60], [3.66, 1.24, 2.49], [5.86, 2.77, -0.78], [-0.08, -2.77, -2.07], [1.84, 0.26, 1.24], [4.56, 0.42, 1.83], [2.30, 1.16, 2.20], [-2.30, -6.02, -0.37], [-2.48, 3.11, -0.99], [-4.77, 3.87, -0.72], [3.61, 4.25, -0.08], [-1.76, -1.85, 0.96], [-3.07, 5.00, -0.13], [4.01, 1.95, 3.23], [-4.63, -0.64, -0.58], [-0.91, 4.42, -0.37], [-1.10, -6.02, 1.12], [-0.58, 1.08, 2.88], [5.62, 0.49, 2.05], [6.98, 4.29, 0.24], [-5.49, 4.61, -0.40], [-1.88, -2.39, -3.17], [1.13, -1.80, 2.74], [4.48, 1.41, -1.71], [-2.26, -1.31, 0.16], [1.58, -3.47, -0.92], [-6.29, 2.46, -1.38], [-2.16, -4.54, 2.97], [-3.11, -4.32, -2.19], [0.39, -5.36, 0.05], [6.74, 2.20, -1.06], [4.81, -1.10, 0.33], [-5.25, -1.41, -2.06], [-3.52, -0.99, -1.93], [2.73, 4.81, 0.18], [0.08, -3.80, 3.73], [-3.32, -3.30, 1.18], [4.98, 5.60, 0.86], [2.41, -1.19, -0.23], [1.61, 1.81, 2.72], [-1.83, 1.27, 1.63], [-0.43, 2.36, 1.64]]}



[4]
{"formula": "C35H30N3PSc", "method": "ωB97M-V/def2-TZVPD", "energy_ha": -2617.92230, "charge": 1, "relative_energy_kcal_mol": 5.4, "symbols": ["Sc", "P", "N", "N", "N", "C", "C", "C", "C", "C", "C", "C", "C", "C", "C", "C", "C", "C", "C", "C", "C", "C", "C", "C", "C", "C", "C", "C", "C", "C", "C", "C", "C", "C", "C", "C", "C", "C", "C", "C", "H", "H", "H", "H", "H", "H", "H", "H", "H", "H", "H", "H", "H", "H", "H", "H", "H", "H", "H", "H", "H", "H", "H", "H", "H", "H", "H", "H", "H", "H"], "positions_angstrom": [[-0.46, -0.21, 0.70], [0.60, -1.36, -1.51], [-1.72, -0.02, 2.57], [-2.16, 5.56, -1.64], [-1.31, 1.77, -0.17], [1.22, 0.68, 1.65], [0.95, 1.63, 2.65], [-0.01, 1.39, 3.79], [-1.88, 4.33, -1.16], [0.11, -3.28, 1.94], [2.33, 0.91, 0.82], [1.62, -2.58, -3.79], [3.85, -0.91, -3.92], [-1.06, -1.72, -2.20], [2.57, -2.76, -4.78], [2.74, 3.05, 1.81], [-2.36, 2.48, 0.28], [-1.79, -2.86, -1.86], [-1.63, -0.78, -3.06], [0.03, -2.34, 0.90], [2.90, -0.73, -2.92], [-0.54, 2.35, -1.11], [1.65, -3.72, -0.33], [-0.41, 1.78, 6.18], [3.68, -1.93, -4.85], [-3.61, -2.12, -3.26], [-2.89, -0.98, -3.59], [1.79, -1.56, -2.84], [-3.06, -3.06, -2.39], [0.37, 1.91, 5.04], [-0.78, 3.59, -1.63], [0.93, -4.40, 1.86], [-1.62, 1.10, 6.11], [1.71, -4.62, 0.73], [1.68, 2.83, 2.68], [-2.00, 0.55, 4.91], [3.10, 2.06, 0.91], [-1.21, 0.68, 3.77], [0.81, -2.62, -0.23], [-2.69, 3.73, -0.18], [2.60, 0.16, 0.08], [-4.60, -2.29, -3.67], [0.75, -3.23, -3.74], [1.43, 3.60, 3.40], [-1.58, 5.99, -2.34], [0.98, -5.10, 2.68], [-2.70, 0.23, 2.46], [-3.61, -3.95, -2.13], [-0.45, -3.13, 2.86], [-0.11, 4.00, -2.38], [4.41, -2.07, -5.63], [2.43, -3.55, -5.51], [-1.36, -3.59, -1.18], [3.29, 3.97, 1.86], [-2.97, 2.01, 1.04], [-2.93, -0.01, 4.83], [-3.31, -0.25, -4.27], [3.96, 2.19, 0.27], [-1.08, 0.12, -3.33], [0.32, 1.78, -1.45], [3.03, 0.07, -2.20], [-2.25, 0.99, 6.99], [1.32, 2.40, 5.13], [2.25, -3.89, -1.22], [4.71, -0.26, -3.97], [2.35, -5.49, 0.67], [-0.07, 2.19, 7.11], [-2.95, 6.08, -1.30], [-3.55, 4.23, 0.23], [-1.74, -1.01, 2.79]]}



[5]
{"formula": "C35H30N5O4RuSTe", "method": "ωB97M-V/def2-TZVPD", "energy_ha": -2687.43740, "multiplicity": 2, "relative_energy_kcal_mol": 100.8, "symbols": ["Te", "Ru", "S", "O", "O", "O", "O", "N", "N", "N", "N", "N", "C", "C", "C", "C", "C", "C", "C", "C", "C", "C", "C", "C", "C", "C", "C", "C", "C", "C", "C", "C", "C", "C", "C", "C", "C", "C", "C", "C", "C", "C", "C", "C", "C", "C", "C", "H", "H", "H", "H", "H", "H", "H", "H", "H", "H", "H", "H", "H", "H", "H", "H", "H", "H", "H", "H", "H", "H", "H", "H", "H", "H", "H", "H", "H", "H"], "positions_angstrom": [[0.11, -2.08, 1.96], [0.65, -0.03, 0.10], [-1.94, -0.54, -3.75], [7.71, 0.60, 1.63], [7.18, 2.25, 3.08], [2.48, -1.29, -0.46], [2.66, -2.29, 1.53], [-3.52, 0.72, -1.91], [-0.43, -0.92, -1.74], [-1.47, -0.21, -1.25], [2.81, 0.96, 1.20], [-0.34, 1.60, 1.88], [0.53, -1.99, -3.72], [0.65, -3.95, -0.43], [-2.33, -3.31, 3.36], [-1.94, -3.97, -1.42], [0.34, -4.68, -1.56], [0.97, -1.37, -5.04], [5.45, 1.19, 1.90], [-2.07, 4.23, -0.07], [0.81, 4.41, -0.92], [-1.63, -3.23, -0.29], [-3.30, 4.25, 0.55], [4.65, 2.32, 1.85], [-0.48, -1.19, -2.99], [-1.95, -2.20, 2.61], [2.43, 3.10, -2.11], [-2.36, 0.07, -2.15], [4.94, -0.05, 1.60], [-2.60, 2.47, 1.99], [-3.62, -3.45, 3.83], [-1.34, 2.47, 1.40], [1.93, 4.33, -1.72], [2.87, -1.37, 0.73], [7.02, 1.37, 2.26], [3.32, 2.15, 1.50], [0.19, 3.25, -0.44], [-0.34, -3.22, 0.21], [-0.95, -4.71, -2.05], [-4.56, -2.46, 3.57], [-2.90, -1.22, 2.34], [1.82, 1.94, -1.64], [-3.58, 3.35, 1.57], [-4.20, -1.35, 2.82], [-1.07, 3.34, 0.32], [3.60, -0.11, 1.23], [0.72, 2.01, -0.79], [1.66, -2.04, -5.55], [1.66, -3.92, -0.05], [2.21, 0.97, -1.94], [-1.20, -5.30, -2.92], [-5.57, -2.56, 3.94], [3.29, 3.03, -2.77], [1.38, -2.11, -3.04], [0.11, -2.99, -3.91], [-2.95, -3.97, -1.80], [2.64, 2.99, 1.44], [-0.59, 1.18, 2.77], [-4.93, -0.58, 2.63], [1.12, -5.25, -2.06], [5.57, -0.93, 1.61], [5.04, 3.29, 2.08], [0.58, 2.04, 1.92], [0.42, 5.38, -0.64], [-2.41, -2.64, 0.19], [2.41, 5.24, -2.06], [-4.55, 3.34, 2.04], [-1.86, 4.91, -0.88], [-2.80, 1.79, 2.81], [-3.56, 1.26, -1.06], [-1.59, -4.07, 3.57], [-3.90, -4.32, 4.41], [-4.03, 1.07, -2.70], [0.11, -1.20, -5.69], [-4.05, 4.97, 0.25], [-2.63, -0.36, 1.74], [1.47, -0.42, -4.86]]}



[6]
{"formula": "C35H31BrN7O2PtSe", "method": "ωB97M-V/def2-TZVPD", "energy_ha": -6980.60713, "multiplicity": 3, "charge": 1, "relative_energy_kcal_mol": 14.1, "symbols": ["Pt", "Br", "Se", "O", "O", "N", "N", "N", "N", "N", "N", "N", "C", "C", "C", "C", "C", "C", "C", "C", "C", "C", "C", "C", "C", "C", "C", "C", "C", "C", "C", "C", "C", "C", "C", "C", "C", "C", "C", "C", "C", "C", "C", "C", "C", "C", "C", "H", "H", "H", "H", "H", "H", "H", "H", "H", "H", "H", "H", "H", "H", "H", "H", "H", "H", "H", "H", "H", "H", "H", "H", "H", "H", "H", "H", "H", "H", "H"], "positions_angstrom": [[1.29, 0.30, 0.20], [-1.63, 1.37, -0.20], [2.37, 0.43, 2.49], [3.03, 0.65, -0.96], [4.98, 0.16, -2.64], [-0.39, 0.73, 3.22], [1.32, 2.43, -0.25], [1.14, -1.79, 0.03], [-3.69, -0.56, 1.49], [-2.46, -2.53, 0.98], [0.87, 0.25, 4.92], [2.62, 2.89, -0.21], [0.86, -4.50, -0.33], [-3.99, -1.65, -0.60], [-4.28, -0.64, 0.30], [5.41, 3.27, -4.45], [0.87, 0.47, 3.60], [2.00, -3.98, 0.26], [-2.82, -1.54, 1.77], [-1.40, -4.14, -1.35], [-2.32, 0.40, 6.82], [-2.63, -3.66, -1.17], [3.61, 1.90, -0.78], [-2.08, -0.50, -4.13], [2.02, -0.07, 5.74], [4.87, 1.48, -2.93], [-3.26, -1.11, -4.55], [5.47, 1.93, -4.10], [-3.14, 0.70, 5.72], [-0.48, 1.66, -1.69], [-2.12, 0.64, -3.33], [2.11, -2.62, 0.43], [-2.62, 0.84, 4.44], [-4.48, -0.55, -4.21], [-0.96, 0.22, 6.68], [4.19, 2.39, -2.10], [0.05, -2.28, -0.55], [4.74, 4.17, -3.64], [0.84, 2.23, -1.44], [4.14, 3.73, -2.47], [-1.25, 0.67, 4.32], [-0.44, 0.37, 5.40], [-3.35, 1.20, -3.00], [-4.53, 0.61, -3.44], [-3.03, -2.58, -0.23], [-0.16, -3.64, -0.72], [-0.85, 1.25, -2.91], [4.39, 1.86, -0.01], [-1.28, -4.97, -2.03], [3.63, 4.42, -1.83], [-5.48, 1.07, -3.20], [2.98, -2.17, 0.89], [0.75, -5.57, -0.47], [-4.99, 0.14, 0.05], [2.84, 3.05, 0.76], [4.69, 5.22, -3.91], [-0.64, 0.98, 2.27], [-2.37, -1.51, 2.75], [-3.44, -4.08, -1.75], [4.31, -0.04, -1.96], [-0.68, -1.56, -0.90], [-3.25, 1.05, 3.58], [-0.08, 1.32, -3.68], [-0.33, -0.01, 7.53], [-3.22, -2.00, -5.16], [1.43, 2.47, -2.33], [1.80, -0.93, 6.37], [2.28, 0.78, 6.37], [2.81, -4.63, 0.57], [5.98, 1.20, -4.72], [-3.39, 2.11, -2.42], [-1.12, -0.92, -4.42], [-5.40, -1.00, -4.56], [-4.20, 0.82, 5.87], [-2.78, 0.30, 7.79], [5.88, 3.60, -5.37], [-4.48, -1.70, -1.57], [2.86, -0.31, 5.09]]}